(1)
C43H46MgNO8Te | the ωB97M-V functional and the def2-TZVPD basis

Properties
**Net charge**: -2
**Electronic energy**: -75951.7405 eV
**Spin multiplicity**: 2

The geometry in XYZ format:
```
100
C43H46MgNO8Te (the ωB97M-V functional and the def2-TZVPD basis)
Mg 1.65505 1.80203 0.72669
O 4.37482 3.39926 3.04313
C 3.68224 2.55713 2.48090
O 2.44623 2.62414 2.25997
C 4.35171 1.21871 2.06895
C 3.38135 0.06785 2.35465
C 4.13503 -1.26986 2.24734
C 4.25389 -1.40569 0.71890
C 3.58549 -0.09627 0.25262
O 2.55389 0.05880 1.21168
C 4.53006 1.07458 0.54342
C 4.13823 2.34896 -0.25823
O 5.05132 2.99734 -0.76058
O 2.91164 2.60542 -0.34829
H 5.29648 1.11942 2.61331
H 2.78857 0.19230 3.26249
H 3.54883 -2.08368 2.67616
H 5.10275 -1.22710 2.74924
H 3.69790 -2.26928 0.35457
H 5.28552 -1.49255 0.37920
H 3.19100 -0.09610 -0.76307
H 5.56730 0.84274 0.27955
C -0.73135 4.40615 -4.46573
C -0.83625 4.31020 -2.97044
C -1.93633 3.71067 -2.37969
C -1.98390 3.50349 -1.00928
C -3.16419 2.83502 -0.36773
C -0.91092 3.91121 -0.21992
C 0.16436 4.59845 -0.78303
C 1.25939 5.13891 0.08050
C 0.18521 4.78234 -2.15920
C -0.85556 3.39292 1.20804
O -1.58599 3.83595 2.08629
O -0.06760 2.39347 1.30674
H -1.70684 4.27918 -4.93249
H -0.07689 3.61367 -4.82929
H -0.30982 5.36163 -4.77598
H -2.75229 3.36248 -3.00017
H -3.92897 2.59878 -1.10554
H -3.58505 3.48231 0.40006
H -2.85925 1.91137 0.13371
H 0.90154 5.99371 0.66032
H 2.11155 5.44322 -0.52123
H 1.59273 4.36993 0.77360
H 1.03729 5.27219 -2.61307
C -5.96688 -4.03147 2.69643
C -4.84999 -3.17069 2.16736
C -4.19783 -3.47509 0.98437
C -3.14023 -2.70202 0.52162
C -2.51815 -3.07979 -0.78961
C -2.66941 -1.59214 1.23382
Te -0.80411 -0.17691 0.50740
N 0.61709 0.63653 -0.71067
C 0.89354 0.70340 -1.98443
O 2.05121 0.76028 -2.42819
C -0.22227 0.66229 -3.02874
C 0.18646 0.71294 -4.35841
C -0.72514 0.63671 -5.39224
C -2.07555 0.49227 -5.11453
C -2.49719 0.46208 -3.79581
C -1.57947 0.56275 -2.76374
C 0.30913 -2.00487 0.68153
C 0.85932 -2.68358 -0.40340
C 0.59838 -2.27763 -1.81822
C 1.68468 -3.78480 -0.19298
C 1.96806 -4.25565 1.07669
C 2.90572 -5.41178 1.29803
C 1.38733 -3.59453 2.15024
C 0.58048 -2.47986 1.97146
C 0.00292 -1.79644 3.17070
C -3.38969 -1.24813 2.38502
C -3.06491 -0.01198 3.17833
C -4.44303 -2.03296 2.84556
H -6.16877 -4.86459 2.02319
H -6.88510 -3.45251 2.81314
H -5.70339 -4.43763 3.67537
H -4.51888 -4.33474 0.40476
H -3.16831 -3.75212 -1.35062
H -1.56162 -3.57522 -0.63093
H -2.34045 -2.18239 -1.38021
H 1.24458 0.81788 -4.55126
H -0.37878 0.68833 -6.41819
H -2.79260 0.40518 -5.92282
H -3.55024 0.36588 -3.56059
H -1.93178 0.55531 -1.73779
H -0.29655 -1.66392 -1.88185
H 0.47482 -3.15194 -2.45955
H 1.43228 -1.68915 -2.19756
H 2.12079 -4.27224 -1.05731
H 3.14764 -5.90707 0.35949
H 2.46853 -6.14732 1.97366
H 3.83673 -5.05867 1.74493
H 1.57875 -3.95066 3.15713
H 0.48294 -2.13215 4.09079
H -1.06571 -2.00614 3.23173
H 0.11978 -0.71387 3.06970
H -2.24541 0.54552 2.72994
H -2.79492 -0.27457 4.20227
H -3.93885 0.63898 3.21829
H -4.95608 -1.74450 3.75763
```

(2)
CH2O3 | the ωB97M-V functional and the def2-TZVPD basis

Properties
**SMILES**: O=C(O)O
**Net charge**: 0
**Electronic energy**: -7212.3078 eV

The geometry in XYZ format:
```
6
CH2O3 (the ωB97M-V functional and the def2-TZVPD basis)
O -0.22277 1.30839 0.02125
C -0.02343 0.12756 -0.02194
O 1.27122 -0.32976 -0.02803
O -0.96709 -0.86499 0.01284
H 1.34986 -1.27846 0.17880
H -1.86009 -0.39611 -0.09562
```

(3)
C17H26N4O3 | the ωB97M-V functional and the def2-TZVPD basis

Properties
**SMILES**: CN1CCCC[C@@H]1C(=O)N(CCC(=O)NCc1ncco1)C1CC1
**Net charge**: 0
**Electronic energy**: -30153.4104 eV

The geometry in XYZ format:
```
50
C17H26N4O3 (the ωB97M-V functional and the def2-TZVPD basis)
C 3.26827 -0.53879 0.48210
N 2.56058 -0.66629 -0.77854
C 3.38807 -1.36730 -1.75180
C 2.71773 -1.44199 -3.11320
C 1.36132 -2.12501 -2.99621
C 0.52863 -1.42268 -1.93324
C 1.28748 -1.35337 -0.60414
C 0.40887 -0.59328 0.38183
O 0.32845 0.62754 0.29138
N -0.30258 -1.25334 1.33696
C -1.08566 -0.37835 2.21333
C -2.38245 0.12305 1.55149
C -2.68388 1.57528 1.87990
O -3.67089 1.91739 2.50612
N -1.74591 2.44031 1.41533
C -1.85776 3.86556 1.61648
C -2.09744 4.60965 0.34549
N -1.42070 5.59637 -0.13244
C -2.07358 5.92549 -1.31466
C -3.11829 5.09624 -1.48092
O -3.14999 4.24121 -0.41703
C -0.51707 -2.67267 1.55065
C -0.36336 -3.80408 0.58029
C 0.55553 -3.69303 1.77732
H 2.68789 0.05926 1.18327
H 3.48409 -1.51940 0.94273
H 4.21749 -0.03067 0.31402
H 4.33795 -0.83499 -1.82494
H 3.61943 -2.39300 -1.40108
H 2.58643 -0.42737 -3.49765
H 3.36566 -1.97870 -3.80896
H 0.83704 -2.12076 -3.95340
H 1.50549 -3.17530 -2.71637
H 0.31492 -0.39523 -2.23639
H -0.42936 -1.92718 -1.78395
H 1.48430 -2.37055 -0.23801
H -1.30703 -0.92987 3.12482
H -0.45552 0.46472 2.48769
H -2.27246 0.03999 0.46888
H -3.24504 -0.46466 1.85813
H -0.95232 2.05604 0.91415
H -2.69186 4.02428 2.30079
H -0.95236 4.27581 2.06233
H -1.73590 6.72603 -1.94925
H -3.88035 4.97357 -2.22797
H -1.38138 -2.79034 2.18825
H -1.14038 -4.55579 0.60415
H 0.05399 -3.63637 -0.39891
H 1.57525 -3.38867 1.58495
H 0.43865 -4.38882 2.59624
```

(4)
C2H4N2O2 | the ωB97M-V functional and the def2-TZVPD basis

Properties
**Net charge**: 0
**Electronic energy**: -9208.9861 eV

The geometry in XYZ format:
```
10
C2H4N2O2 (the ωB97M-V functional and the def2-TZVPD basis)
C 0.01071 1.48257 0.04223
C 0.65227 0.01608 0.26911
N -1.21052 1.01819 -0.18973
N -0.76270 -0.28656 -0.26639
O 1.79084 -0.75386 -0.21191
O -1.48572 -1.37539 0.32459
H 0.39343 2.43191 0.10852
H 0.46506 0.06466 1.39077
H 1.94454 -0.60166 -1.14412
H -1.79793 -1.99596 -0.32307
```

Results for energy above the lowest of the compared OMol25 structures with the same formula, charge and spin: 26.7, 5.5, 51.6, 143.8 (in kcal per mole, following the order of the records).